[1]
73
Properties=species:S:1:pos:R:3:forces:R:3:mulliken_spin:R:1 method="wB97M-V/def2-TZVPD" e_tot_ev=-67774.749 s_squared=2.00 homo_lumo_gap_ev="9.954 / 9.970" spin_multiplicity=3 total_charge=+2
Pr 8.611 10.772 12.292 -0.32 -1.74 0.58 1.994
C 5.899 11.259 14.463 -0.11 -0.57 -0.12 0.000
C 6.750 12.502 14.532 0.16 0.34 0.03 0.001
N 8.203 12.202 14.451 0.00 0.33 0.09 0.000
C 8.768 11.607 15.673 0.00 0.25 0.16 0.002
C 8.700 10.102 15.678 0.11 -0.09 -0.05 -0.001
C 8.768 9.398 16.867 -0.05 -0.03 0.02 0.000
C 8.685 8.021 16.838 -0.04 -0.12 0.00 0.000
C 8.518 7.384 15.620 0.06 -0.10 -0.03 0.000
C 8.497 8.144 14.469 -0.05 0.00 -0.21 0.001
C 8.365 7.474 13.117 0.15 -0.15 -0.19 -0.001
N 7.682 8.293 12.097 0.05 -0.07 0.00 -0.002
C 6.203 8.250 12.177 0.01 -0.27 -0.29 0.004
C 5.648 9.107 13.294 -0.15 0.21 0.21 0.000
N 6.136 10.498 13.204 -0.18 0.28 0.01 -0.002
N 8.607 9.481 14.496 -0.11 -0.16 0.15 -0.001
H 6.117 10.584 15.298 0.10 0.11 -0.09 0.000
H 4.843 11.516 14.568 0.00 0.13 0.00 0.000
H 6.508 13.177 13.708 0.02 -0.10 -0.05 0.000
H 6.520 13.050 15.449 -0.01 -0.05 0.13 0.000
H 8.687 13.091 14.325 -0.23 -0.24 0.04 0.000
H 9.819 11.917 15.740 -0.14 -0.09 0.02 0.000
H 8.263 12.011 16.565 0.15 -0.16 -0.13 0.000
H 8.872 9.918 17.802 -0.01 0.17 0.20 0.000
H 8.722 7.445 17.751 0.01 0.01 0.05 0.000
H 8.418 6.311 15.557 -0.02 -0.07 0.03 0.000
H 9.373 7.251 12.735 -0.17 0.08 0.15 0.000
H 7.858 6.511 13.233 0.04 0.00 0.10 0.000
H 7.950 7.925 11.184 -0.13 0.10 0.27 0.001
H 5.812 8.588 11.209 0.08 0.06 0.13 -0.001
H 5.857 7.212 12.295 -0.01 0.18 0.06 0.000
H 4.553 9.077 13.280 0.07 -0.12 -0.06 0.000
H 5.947 8.725 14.272 0.06 -0.07 -0.09 0.000
H 5.610 10.977 12.470 0.00 -0.08 0.08 -0.001
C 12.797 11.167 11.646 0.14 0.07 -0.11 0.000
C 11.659 10.286 11.280 -0.22 -0.24 0.51 0.002
O 10.771 9.978 12.121 0.58 -0.12 -0.17 0.001
N 11.596 9.802 10.053 0.19 -0.06 -0.50 -0.001
C 10.598 8.836 9.606 0.17 -0.10 0.24 0.002
C 9.393 9.463 8.956 -0.15 -0.05 -0.10 0.004
C 9.200 9.342 7.594 0.05 -0.04 -0.23 0.000
C 8.074 9.904 7.006 0.13 -0.09 0.18 0.001
C 7.164 10.552 7.816 -0.07 -0.03 -0.04 0.000
C 7.422 10.623 9.171 -0.06 0.15 -0.02 0.005
N 8.514 10.105 9.742 0.01 0.09 -0.05 0.004
H 13.106 10.940 12.663 0.00 0.04 0.01 0.000
H 12.470 12.205 11.596 -0.08 0.05 0.08 0.000
H 13.635 11.038 10.965 0.07 0.02 0.03 0.000
H 12.323 10.075 9.406 -0.07 -0.07 0.03 0.000
H 10.304 8.251 10.480 -0.02 0.08 -0.05 0.000
H 11.082 8.148 8.914 -0.02 0.09 -0.02 0.000
H 9.926 8.806 6.995 -0.04 0.04 0.01 0.000
H 7.910 9.826 5.945 -0.01 -0.02 -0.20 0.000
H 6.267 10.996 7.420 -0.11 0.06 -0.08 0.000
H 6.722 11.149 9.814 0.11 -0.05 0.01 -0.001
O 7.606 12.667 11.468 0.38 1.15 -0.32 -0.002
C 8.709 13.313 11.580 0.15 -0.65 -0.12 -0.007
O 9.808 12.688 11.760 -0.44 1.03 -0.30 -0.002
C 8.687 14.785 11.637 0.02 0.37 0.01 0.000
C 8.409 15.570 10.533 -0.21 -0.06 -0.08 0.000
C 8.342 16.937 10.701 -0.07 0.32 -0.23 0.000
C 8.524 17.573 11.914 -0.11 0.03 -0.08 0.000
C 8.805 16.744 12.977 0.04 0.33 0.44 0.000
C 8.912 15.380 12.865 0.13 -0.11 -0.07 0.000
N 8.982 17.318 14.337 0.05 0.00 0.13 0.000
O 8.980 18.521 14.441 0.00 -0.38 -0.01 0.000
O 9.108 16.511 15.247 -0.03 0.40 -0.20 0.000
N 8.022 17.756 9.501 0.01 0.21 -0.15 0.000
O 7.989 17.165 8.440 -0.03 0.13 0.15 0.000
O 7.821 18.939 9.666 0.09 -0.40 0.06 0.000
H 8.224 15.154 9.553 0.01 -0.02 0.01 0.000
H 8.429 18.647 12.024 0.05 -0.13 -0.04 0.000
H 9.185 14.824 13.746 0.01 -0.01 0.04 0.001

[2]
64
Properties=species:S:1:pos:R:3:forces:R:3:nbo_charge:R:1 method="wB97M-V/def2-TZVPD" e_tot_ev=-41222.062 relative_energy_kcal_mol=481.3 homo_lumo_gap_ev=7.874
C -1.427 1.596 2.041 0.81 1.40 3.05 -0.681
C -0.297 0.973 1.266 1.28 -3.65 14.69 0.126
C 0.706 0.147 1.873 -8.75 3.21 6.67 -0.081
C 1.659 -0.520 1.252 0.73 0.14 -0.01 0.675
O 2.482 -1.077 1.874 4.44 -3.06 0.91 -0.606
O 1.605 -0.439 -0.009 0.89 -1.59 -5.28 -0.415
C 0.607 0.267 -0.663 11.60 -5.15 -6.11 0.394
C 1.043 0.511 -2.039 -2.63 -0.09 0.59 -0.325
C 0.151 1.263 -2.758 -2.29 1.43 -1.04 0.360
C -0.995 1.975 -2.186 4.67 -5.00 4.06 -0.105
C -0.943 1.658 -0.824 -6.74 7.42 -0.39 -0.013
C -0.067 0.995 0.060 -7.42 6.74 -9.69 -0.319
H -1.950 2.531 -0.234 2.99 -3.01 -1.45 0.151
C -1.897 2.685 -3.026 -3.72 2.75 5.59 -0.438
C -1.825 2.424 -4.372 -6.71 -5.20 -6.08 -0.437
H -2.555 2.945 -5.022 1.02 1.02 0.43 0.255
H -2.519 1.426 -4.541 1.92 1.10 0.31 0.188
C -0.544 2.192 -4.919 4.67 2.88 -3.42 0.297
C -0.316 1.746 -6.484 -7.85 -1.46 4.23 -0.406
C 0.939 1.514 -6.974 4.48 5.15 -2.32 -0.410
C 1.705 3.040 -6.811 0.81 -4.45 -6.19 -0.379
C 1.657 3.279 -5.431 -1.85 10.33 -2.04 -0.350
C 0.325 3.484 -4.921 -2.51 -0.05 2.87 -0.437
H 0.265 3.739 -3.854 0.96 0.40 -0.01 0.196
H -0.021 4.387 -5.390 -1.20 -0.08 -0.62 0.218
H 2.293 2.834 -4.918 5.46 -4.39 4.72 0.197
H 2.023 4.585 -5.340 -0.17 -3.51 0.02 0.145
H 2.808 2.883 -7.355 -2.87 0.89 1.64 0.217
H 0.992 3.615 -7.465 1.17 0.18 0.74 0.201
H 1.478 0.914 -6.390 2.14 -2.79 2.24 0.204
H 1.060 1.245 -7.997 -0.41 -0.40 -0.81 0.221
H -0.835 0.805 -6.318 -0.51 -0.76 -0.95 0.211
H -1.025 2.361 -7.044 0.37 0.17 -0.18 0.211
O 0.185 1.346 -4.094 2.51 -2.65 -0.86 -0.527
H -3.001 2.630 -2.521 2.52 0.28 -1.45 0.242
H -1.567 3.692 -2.980 -0.13 1.67 0.90 0.226
H 1.854 0.042 -2.559 0.23 -0.45 0.35 0.251
C 0.524 -0.282 3.420 5.96 5.76 0.55 -0.558
H 0.666 0.835 4.015 -0.81 -2.96 -1.44 0.241
H 1.665 -0.765 3.794 -4.01 1.14 -1.22 0.307
C -0.664 -0.917 3.965 6.83 -6.16 -2.15 0.665
O -1.567 -0.583 4.549 -8.23 6.99 3.72 -0.589
N -0.507 -2.281 4.083 0.77 3.94 -1.35 -0.463
C 0.543 -3.030 3.704 4.69 1.06 -4.94 -0.262
H 1.481 -2.566 3.113 -2.99 0.04 0.44 0.271
C 1.306 -3.491 4.778 0.41 -4.47 4.77 -0.442
H 1.743 -4.477 4.602 0.88 0.33 -0.52 0.238
H 1.960 -2.784 5.164 1.86 1.24 0.25 0.203
C 0.450 -3.832 5.979 -5.54 -1.95 1.08 -0.294
C 0.743 -5.149 6.956 -0.98 9.19 -6.41 0.816
O 1.446 -5.946 6.525 2.69 -5.25 -0.38 -0.582
O 0.297 -4.861 8.104 -4.30 6.79 -1.96 -0.613
H 0.585 -5.521 8.522 3.20 -8.51 7.22 0.465
H 0.054 -2.964 6.557 1.02 -0.51 0.05 0.201
C -1.172 -4.185 5.236 3.55 -5.09 1.61 -0.386
H -0.980 -5.239 4.557 -0.36 3.34 1.18 0.194
C -1.557 -2.920 4.645 -2.44 -5.20 -4.29 -0.240
H -2.125 -2.383 5.287 -1.62 1.72 1.68 0.241
H -2.181 -3.365 3.722 -0.05 1.46 1.58 0.160
H -1.968 -4.582 5.898 0.74 0.54 0.22 0.218
H 0.277 -3.762 3.022 -0.85 -1.98 -1.24 0.192
H -2.407 1.331 1.625 0.36 0.41 -0.02 0.242
H -1.184 2.764 1.974 -1.12 -2.34 0.29 0.239
H -1.483 1.259 3.275 0.43 1.05 -3.88 0.278